Arrangement one

{"formula": "C3H6O", "method": "the ωB97M-V functional and the def2-TZVPD basis", "species": ["C", "C", "C", "O", "H", "H", "H", "H", "H", "H"], "positions_angstrom": [[0.362, -1.297, -0.617], [0.337, 0.152, -0.984], [-0.435, 1.251, 0.715], [0.800, 0.869, 0.090], [1.185, -1.708, -1.219], [-0.546, -1.782, -0.989], [0.534, -1.516, 0.444], [-1.234, 1.193, -0.040], [-0.351, 2.281, 1.062], [-0.653, 0.558, 1.539]], "lowdin_charge": [-0.12, -0.06, -0.10, -0.22, 0.09, 0.08, 0.08, 0.08, 0.09, 0.09], "homo_lumo_gap_ev": 8.6}

=====

Arrangement two

{"formula": "C3H6O", "method": "the ωB97M-V functional and the def2-TZVPD basis", "species": ["C", "C", "C", "O", "H", "H", "H", "H", "H", "H"], "positions_angstrom": [[-1.690, -1.164, -0.502], [1.324, 0.358, 0.289], [-0.078, 1.069, 0.337], [-2.385, -1.236, -1.465], [-0.786, -1.809, -0.168], [1.614, 0.071, 1.319], [2.058, 0.930, -0.268], [1.055, -0.566, -0.204], [-0.689, 0.580, 1.083], [-0.423, 1.766, -0.421]], "lowdin_charge": [-0.07, -0.16, -0.05, 0.01, 0.07, 0.07, 0.06, 0.02, 0.01, 0.04], "homo_lumo_gap_ev": [8.5, 8.4]}

=====

Arrangement three

{"formula": "C3H6O", "method": "the ωB97M-V functional and the def2-TZVPD basis", "species": ["C", "C", "C", "H", "H", "H", "H", "H", "H", "O"], "positions_angstrom": [[0.100, 1.071, -0.203], [-1.065, 0.052, 0.221], [1.015, -0.195, 0.251], [0.242, 1.066, -1.478], [0.262, 2.339, 0.227], [-1.093, -0.115, 1.581], [-2.223, 0.014, -0.286], [2.227, -0.314, -0.273], [1.114, -0.232, 1.528], [-0.104, -1.041, -0.364]], "lowdin_charge": [-0.23, -0.21, -0.26, 0.15, 0.16, 0.17, 0.15, 0.17, 0.14, -0.25], "homo_lumo_gap_ev": 11.0}

=====

Of them, arrangement three has the lowest stability.

=====

Arrangement one

{"formula": "C3H10NO3", "method": "the ωB97M-V functional and the def2-TZVPD basis", "species": ["C", "C", "C", "O", "O", "N", "H", "H", "H", "H", "H", "H", "H", "H", "H", "H", "O"], "positions_angstrom": [[-0.731, -0.480, 1.436], [-1.203, 0.785, 0.677], [-0.003, 1.524, 0.224], [1.253, 1.178, 0.292], [-1.422, -1.056, -1.527], [0.078, -1.287, 0.600], [-1.547, -1.097, 1.779], [-0.140, -0.276, 2.296], [-0.571, 0.718, -0.447], [-2.285, 1.070, 0.720], [-0.216, 2.584, 0.124], [2.343, 0.581, -0.770], [0.976, -0.950, 0.405], [-0.422, -1.604, -0.358], [-1.989, -1.556, -2.136], [3.408, -0.085, -1.786], [2.471, -0.051, -1.529]], "lowdin_charge": [-0.16, 0.12, -0.19, 0.02, -0.09, 0.25, 0.15, 0.14, 0.17, 0.18, 0.18, 0.00, 0.08, 0.13, 0.04, 0.06, -0.09], "charge": 1, "homo_lumo_gap_ev": 4.6}

=====

Arrangement two

{"formula": "C3H10NO3", "method": "the ωB97M-V functional and the def2-TZVPD basis", "species": ["O", "C", "O", "C", "C", "N", "H", "H", "H", "H", "H", "H", "H", "H", "H", "H", "O"], "positions_angstrom": [[1.585, 0.107, -0.446], [0.407, -0.182, -0.417], [-0.149, -1.325, -0.642], [-0.648, 0.917, -0.108], [-1.674, 0.515, 0.919], [0.196, 2.085, 0.311], [0.519, -2.069, -0.930], [-1.115, 1.187, -1.054], [-2.591, 0.145, 0.476], [-1.274, -0.195, 1.640], [-2.014, 1.383, 1.499], [0.096, 2.296, 1.304], [-0.029, 2.939, -0.202], [1.191, 1.879, 0.137], [2.482, -2.829, -1.081], [1.443, -3.698, -0.308], [1.574, -3.155, -1.097]], "lowdin_charge": [0.10, -0.51, 0.14, -0.22, -0.02, 0.22, 0.09, 0.17, 0.10, 0.10, 0.10, 0.17, 0.18, 0.15, 0.10, 0.10, 0.02], "charge": 1, "homo_lumo_gap_ev": 11.7}

=====

Of them, arrangement one has the lowest stability.